This record from the OMol25 dataset describes a single C19H32N2O5 molecule. The level of theory is the ωB97M-V functional and the def2-TZVPD basis.

Its LUMO energy is 0.7 eV. For the HOMO energy, the calculation gives -9.230 eV. The value obtained for the energy above the lowest of the compared OMol25 structures with the same formula, charge and spin is 87.9 kJ/mol. Its SMILES is CCC[C@H](N[C@@H](C)C(=O)N1[C@H](C(=O)O)C[C@@H]2CCCC[C@@H]21)C(=O)OCC. The molecular weight comes out at 368.5 u. The gap between HOMO and LUMO is 0.363 Eh.

Structure (ORCA input):
```
! RIJCOSX wB97M-V def2-TZVPD def2/J DEFGRID3
* xyz 0 1
C -5.8409 -1.2948 0.2979
H -6.7721 -0.7393 0.2186
C -4.6879 -0.4920 -0.2927
C -3.3734 -1.2606 -0.2045
H -3.1690 -1.5331 0.8341
H -3.4471 -2.1844 -0.7811
C -2.1753 -0.4723 -0.7627
N -1.0844 -1.3988 -1.0096
H -0.6932 -1.6568 -0.1060
C -0.0221 -0.9210 -1.8920
H 0.7626 -1.6815 -1.8727
C -0.5326 -0.7898 -3.3266
H -1.1057 0.1251 -3.4479
H 0.3079 -0.7552 -4.0148
H -1.1573 -1.6455 -3.5648
C 0.5308 0.4218 -1.4127
O 0.0060 1.4796 -1.7824
N 1.5554 0.4331 -0.5563
C 1.9749 1.6927 0.0634
C 2.7967 1.2972 1.2866
H 3.8441 1.5324 1.0854
C 2.5978 -0.2121 1.4571
C 3.8326 -0.9381 1.9995
C 3.8995 -2.3563 1.4407
C 4.1292 -2.3285 -0.0762
C 3.4880 -1.0950 -0.7253
H 4.1797 -0.2522 -0.7151
C 2.2297 -0.7004 0.0470
H 1.5488 -1.5524 0.1002
H 3.2417 -1.3025 -1.7684
H 5.1990 -2.3200 -0.2879
H 3.7162 -3.2373 -0.5178
H 4.7055 -2.9105 1.9232
H 2.9653 -2.8723 1.6712
H 4.7386 -0.4034 1.7106
H 3.7975 -0.9623 3.0892
H 1.7402 -0.3889 2.1118
H 2.4885 1.8497 2.1712
H 1.0709 2.2590 0.3239
C 2.7910 2.5483 -0.9354
O 3.9617 2.7687 -0.7870
O 2.0956 3.0198 -1.9514
H 1.1706 2.6405 -1.9656
C -1.7689 0.5898 0.2522
O -0.9069 0.4078 1.0809
O -2.4778 1.7017 0.1311
C -2.2174 2.7586 1.0572
C -3.0322 2.5880 2.3309
H -2.7484 1.6662 2.8335
H -2.8447 3.4242 2.9983
H -4.0938 2.5515 2.0980
H -2.4903 3.6743 0.5298
H -1.1480 2.7688 1.2916
H -2.4629 0.0165 -1.6943
H -4.5959 0.4573 0.2366
H -4.9009 -0.2655 -1.3394
H -5.9581 -2.2388 -0.2295
H -5.6588 -1.5109 1.3484
*
```

These are the Löwdin partial charges, in e, on atoms 1 to 2: number 1, C, carries -0.110; number 2, H, carries 0.068

***

This record from the OMol25 dataset describes a single C23H27N3O5S molecule in a non-equilibrium geometry. The level of theory is the ωB97M-V functional and the def2-TZVPD basis.

Its LUMO energy is 0.5 eV. For the HOMO energy, the calculation gives -8.631 eV. The value obtained for the energy above the lowest of the compared OMol25 structures with the same formula, charge and spin is 114.4 kJ/mol. Its SMILES is Cc1cc(C)cc(NC(=O)Cn2c(=O)oc3cc(S(=O)(=O)N4CCC(C)CC4)ccc32)c1. The molecular weight comes out at 457.6 u. The gap between HOMO and LUMO is 0.335 Eh.

Structure (ORCA input):
```
! RIJCOSX wB97M-V def2-TZVPD def2/J DEFGRID3
* xyz 0 1
C -4.3892 -2.7304 1.3796
C -4.3465 -1.4665 0.5759
C -5.0963 -1.3369 -0.5831
C -5.0431 -0.1790 -1.3513
C -4.2225 0.8578 -0.9412
C -3.4676 0.7429 0.2233
C -3.5293 -0.4182 0.9798
H -2.9447 -0.5048 1.8802
N -2.6566 1.8369 0.5678
C -1.8369 1.9800 1.6294
O -1.6735 1.1954 2.5367
C -1.0218 3.2901 1.5414
N -0.0308 3.1482 0.5039
C -0.2957 3.3860 -0.8274
O -1.3271 3.8162 -1.2719
O 0.7881 3.0320 -1.5584
C 1.7150 2.5081 -0.7012
C 2.9392 1.9433 -0.9829
C 3.6430 1.4424 0.1012
C 3.1739 1.5226 1.4022
C 1.9397 2.0884 1.6847
C 1.2125 2.5654 0.6087
H 1.5551 2.1309 2.6902
H 3.7992 1.1365 2.1912
S 5.1702 0.5403 -0.2146
O 5.9867 0.6310 0.9580
O 5.6866 0.9872 -1.4725
N 4.7472 -1.0466 -0.3944
C 4.0515 -1.4407 -1.5945
C 2.5354 -1.5044 -1.3955
H 2.1433 -0.5020 -1.2119
H 2.0716 -1.8876 -2.3059
C 2.1860 -2.4053 -0.2077
C 0.6787 -2.4359 0.0305
H 0.4370 -3.0974 0.8588
H 0.1571 -2.7893 -0.8559
H 0.3090 -1.4411 0.2715
C 2.9223 -1.9023 1.0366
C 4.4284 -1.8226 0.7788
H 4.9552 -1.3590 1.6127
H 4.8293 -2.8325 0.6314
H 2.5380 -0.9158 1.3025
H 2.7395 -2.5741 1.8768
H 2.5300 -3.4220 -0.4304
H 4.3264 -0.7223 -2.3667
H 4.4236 -2.4288 -1.8900
H 3.3476 1.8854 -1.9772
H -1.6670 4.1347 1.2876
H -0.5223 3.4706 2.4939
H -2.6674 2.5889 -0.1150
H -4.1615 1.7650 -1.5261
C -5.8753 -0.0572 -2.5914
H -6.9254 0.0632 -2.3256
H -5.7877 -0.9542 -3.2015
H -5.5708 0.8020 -3.1831
H -5.7352 -2.1494 -0.8985
H -5.3321 -3.2521 1.2356
H -3.5829 -3.3948 1.0673
H -4.2574 -2.5186 2.4377
*
```

These are the Löwdin partial charges, in e, on atoms 1 to 2: number 1, C, carries -0.046; number 2, C, carries -0.265

***

This record from the OMol25 dataset describes an isolated ion of composition C6H6N and charge +1 in a non-equilibrium geometry. The level of theory is the ωB97M-V functional and the def2-TZVPD basis.

Its LUMO energy (alpha / beta) is -6.5 / -6.9 eV. For the HOMO energy (alpha / beta), the calculation gives -14.106 / -13.684 eV. The value obtained for the energy above the lowest of the compared OMol25 structures with the same formula, charge and spin is 402.8 kJ/mol. The molecular weight comes out at 92.1 u. The gap between HOMO and LUMO (alpha / beta) is 0.279 / 0.251 Eh.

Structure (ORCA input):
```
! RIJCOSX wB97M-V def2-TZVPD def2/J DEFGRID3
* xyz 1 1
C 0.9822 0.9737 0.7960
C 1.1767 -1.1836 0.2232
C 0.3512 -1.3025 -1.0017
C -1.3227 0.1866 0.2511
C -0.1448 1.1571 -0.0018
C -0.4687 -0.1117 -0.8637
N 1.3142 -0.3496 1.0985
H 1.5678 1.7608 1.1894
H 1.0029 -1.2272 -1.8790
H -0.4328 -2.2472 -0.9755
H -1.1729 -0.3392 1.2543
H -2.3293 0.5334 0.1085
H -0.5237 2.1494 -0.1994
*
```

These are the Löwdin partial charges, in e, on atoms 1 to 2: number 1, C, carries 0.092; number 2, C, carries 0.108